Version P
# C15H41NO6

A cluster of 6 separate species, C15H41NO6 in total (wB97M-V/def2-TZVPD, the Open Molecules 2025 dataset).

```
63
Properties=species:S:1:pos:R:3:mulliken_charge:R:1
C -3.99980 6.50983 6.58136 -1.683
C -4.98746 5.49667 5.94724 1.904
C -4.58922 5.29809 4.48936 -1.952
C -4.85374 4.14509 6.66814 -0.835
C -5.51475 4.14857 8.02780 -0.708
C -6.98091 4.47815 7.85177 -0.896
C -7.18699 5.83420 7.21524 1.509
C -8.65922 5.97283 6.88684 -1.715
C -6.85076 6.93513 8.24268 -1.774
N -6.40117 5.91201 5.98862 1.138
O -6.58889 7.13427 5.32150 -0.666
H -3.75442 6.28463 7.61727 0.374
H -3.05999 6.48272 6.02255 0.501
H -4.30873 7.55670 6.51549 0.227
H -3.63252 4.77801 4.43005 0.525
H -5.33246 4.70205 3.95519 0.191
H -4.50098 6.25324 3.96977 0.385
H -5.14387 3.34569 5.98242 -0.412
H -3.77671 3.97148 6.80260 0.507
H -5.33550 3.21035 8.55988 0.402
H -5.00348 4.87855 8.66167 0.348
H -7.55220 4.42349 8.78370 0.565
H -7.46639 3.68984 7.26177 -0.024
H -9.26758 5.76663 7.76619 0.453
H -8.93608 5.23133 6.13179 0.114
H -8.88820 6.95756 6.48340 0.351
H -7.07230 7.93787 7.86191 0.427
H -5.78026 6.97621 8.46813 0.323
H -7.39736 6.78988 9.17055 0.403
H -6.17292 7.81548 5.87122 0.318
C -8.40298 5.38575 3.05286 -0.966
C -8.11401 3.90453 3.23281 -0.601
O -7.74779 3.57466 4.57011 -0.048
H -9.17425 5.67864 3.76411 0.218
H -8.68726 5.56188 2.01675 0.448
H -7.51381 5.97815 3.27686 0.157
H -7.32434 3.58224 2.54285 0.303
H -9.01174 3.32842 3.00128 0.403
H -7.19781 4.28697 4.93484 -0.317
C -8.51704 -2.56465 5.59982 -0.526
C -10.01247 -2.34081 5.58015 -0.118
O -10.74273 -3.47505 6.03995 -0.539
H -8.13697 -3.23596 4.82483 0.291
H -8.17215 -2.92994 6.57203 0.338
H -7.96151 -1.63898 5.41600 -0.172
H -10.36927 -2.16762 4.56584 0.243
H -10.25769 -1.47079 6.19865 0.170
H -10.35084 -3.77355 6.86544 0.301
C -4.93424 0.48565 5.19363 -0.659
C -5.21199 -0.30788 3.94845 -0.274
O -5.98494 0.48268 3.03556 -0.439
H -4.56058 1.47718 4.94104 0.186
H -4.24829 -0.11138 5.80137 0.400
H -5.82245 0.64705 5.80477 0.066
H -5.78499 -1.20864 4.19864 0.161
H -4.28395 -0.62825 3.46947 0.420
H -5.73397 0.27788 2.13218 0.248
O -9.47274 1.28231 8.03998 -0.654
H -8.95749 0.52371 8.32598 0.310
H -9.17059 1.43592 7.13562 0.343
O -8.38209 0.86144 5.38514 -0.429
H -7.91970 1.71010 5.44542 0.175
H -8.77995 0.88526 4.51061 0.255
```

The calculation puts the HOMO energy at -9.085 eV. As for the gap between HOMO and LUMO: 9.65 eV.


Version Q
# C15H41NO6

A cluster of 6 separate species, C15H41NO6 in total (wB97M-V/def2-TZVPD, the Open Molecules 2025 dataset).

```
63
Properties=species:S:1:pos:R:3:mulliken_charge:R:1
C 1.66971 2.44471 -2.12630 -0.686
C 2.16371 2.87271 -0.78230 0.536
O 2.38071 4.08971 -0.53030 -0.537
N 2.35971 1.74871 0.21070 0.388
H 1.64471 0.93871 0.12370 -0.845
H 3.29371 1.54571 -0.15130 0.433
C 2.32071 2.16571 1.63970 -0.872
H 1.76571 3.17271 -3.00530 0.357
H 0.59571 2.09971 -1.96030 0.084
H 2.11671 1.55171 -2.30930 0.325
H 2.44871 1.29171 2.35670 0.296
H 1.30871 2.56471 2.11270 0.076
H 3.03271 2.69471 1.92770 0.743
O 0.21271 0.43271 -0.11930 0.500
H -0.62029 -0.13629 -0.30430 -0.155
C -1.70129 3.60671 2.99670 -1.663
C -1.88329 2.40571 2.15570 1.272
C -3.13029 1.85071 1.67570 -0.942
O -1.05129 2.58671 1.03670 -0.533
H -2.00729 4.45771 2.61670 0.487
H -0.65629 3.79871 3.24470 0.289
H -2.14729 3.63171 4.00970 0.362
H -1.43529 1.44571 2.67370 -0.121
H -3.49329 2.52771 0.85770 0.226
H -3.86629 1.84571 2.50070 0.426
H -3.00829 0.69571 1.31570 -0.005
H -0.55729 1.79071 0.78570 0.071
C -3.27929 0.31071 -3.59830 -1.451
C -2.56029 0.05871 -2.34530 1.242
C -3.26929 -0.90629 -1.46830 -2.081
O -1.10829 -0.22229 -2.58330 -0.647
H -2.84729 0.95771 -4.36130 0.401
H -4.37629 0.68871 -3.48030 0.261
H -3.13129 -0.38529 -4.36830 0.411
H -2.35529 1.07371 -1.75530 0.128
H -4.03829 -0.26829 -1.22530 0.489
H -2.79729 -1.26229 -0.73030 0.657
H -3.42429 -1.72829 -1.98730 0.512
H -0.72629 0.08871 -1.75130 -0.470
C 1.74771 -2.75529 2.63870 -1.275
C 0.48771 -2.05029 2.14870 1.489
C -0.79029 -2.48629 2.76470 -1.640
O 0.54271 -0.67529 2.20270 -0.513
H 1.54671 -3.92429 2.66070 0.306
H 1.90271 -2.56029 3.77170 0.334
H 2.59571 -2.49729 2.00270 0.323
H 0.26671 -2.18229 1.14470 -0.113
H -1.53829 -1.81229 2.76670 0.425
H -0.45729 -2.79429 3.70470 0.415
H -1.56129 -3.39329 2.52270 0.242
H 0.49971 -0.44729 1.36270 0.213
C 2.76771 -2.30429 -3.10930 -1.490
C 2.00271 -2.27529 -1.84530 1.041
C 2.12071 -3.65429 -1.01530 -1.676
O 2.38471 -1.14929 -1.03830 -0.608
H 3.86571 -2.27429 -2.85830 0.306
H 2.30571 -1.52829 -3.82530 0.272
H 2.67171 -3.20729 -3.68030 0.441
H 0.99471 -2.12029 -2.10730 0.147
H 2.98171 -3.87029 -0.74330 0.531
H 1.86071 -4.31429 -1.76430 0.597
H 1.34571 -3.62129 -0.25430 0.180
H 1.61271 -0.62929 -0.74730 0.089
```

The calculation puts the HOMO energy at -9.479 eV. As for the gap between HOMO and LUMO: 9.75 eV.


The structure with the least stability is version Q.


Version P
# C32H64NO18S6

A cluster of 9 separate species, C32H64NO18S6 in total (wB97M-V/def2-TZVPD, the Open Molecules 2025 dataset).

```
121
Properties=species:S:1:pos:R:3:mulliken_charge:R:1
N -0.78598 -0.33226 -0.11073 1.604
H -0.27984 0.14356 -0.81007 -0.534
H -1.68796 -0.51846 -0.50915 0.572
H -1.03398 0.19401 0.71373 -0.245
H -0.41133 -1.38693 0.05107 -0.204
C -0.05702 6.06231 0.49354 -2.073
C 0.30275 4.74635 1.19681 0.994
C 0.35374 4.89979 2.75606 -0.283
O -0.44457 3.78218 3.16379 -0.385
C -0.93526 3.12235 2.08537 0.181
O -1.45731 1.98234 2.18458 -0.560
O -0.69833 3.78685 1.08214 0.451
H 0.11202 5.91914 -0.49444 0.526
H 0.43901 6.97500 0.99449 0.353
H -1.04337 6.49360 0.66047 0.451
H 1.23103 4.43609 0.84857 -0.225
H -0.19862 5.78677 3.07157 0.322
H 1.41744 4.87538 3.15926 0.256
C 2.74334 -1.39182 -6.26252 -1.270
C 2.28829 -0.08470 -5.67385 0.551
C 0.94182 0.30704 -6.30905 -1.315
O 0.23256 0.90961 -5.16260 -0.355
C 0.76463 0.47250 -4.03413 0.143
O 0.33422 0.63277 -2.87176 -0.364
O 1.96890 -0.13126 -4.19640 -0.072
H 2.50902 -1.48394 -7.43939 0.294
H 2.12894 -2.25993 -5.92570 0.349
H 3.79237 -1.85003 -6.09849 0.309
H 2.97567 0.85267 -5.89048 0.214
H 0.42719 -0.47589 -6.60365 0.526
H 1.08137 0.83112 -7.09538 0.732
C 4.07469 2.27373 -1.72492 -1.327
C 4.37855 0.90038 -1.30691 -0.467
C 3.98881 0.53238 0.08047 -0.785
S 2.74818 1.72534 0.45115 1.259
O 3.35367 2.53420 1.44124 -0.907
O 1.44172 1.11361 0.75692 0.216
C 2.64259 2.40697 -1.08653 -1.901
H 4.14975 2.70229 -2.80025 0.394
H 4.58253 3.01058 -1.32503 0.686
H 5.27753 0.67066 -1.70538 0.750
H 3.49715 0.26840 -1.71448 -0.040
H 4.86138 0.65568 0.69670 0.348
H 3.51726 -0.29232 0.15603 0.008
H 2.22118 3.21058 -0.99157 2.368
H 2.01806 1.64822 -1.61653 -0.538
C -5.52136 1.03494 3.05095 -0.811
C -6.17394 -0.37623 3.41861 -0.433
C -6.08042 -1.11438 2.10101 -0.994
S -4.47160 -0.76392 1.43432 1.348
O -4.57812 -0.43903 0.08453 -0.759
O -3.45151 -1.62992 1.85188 -0.674
C -4.18979 0.64746 2.24974 -0.121
H -5.34966 1.70793 4.00491 0.304
H -6.08164 1.50953 2.22869 0.352
H -7.37705 -0.36316 3.70557 0.276
H -5.50724 -0.84079 4.12185 0.318
H -6.78209 -0.76925 1.27440 0.348
H -6.00739 -2.14541 2.19145 0.477
H -3.92488 1.48907 1.76021 0.109
H -3.28562 0.39086 2.93562 0.206
C 2.40604 0.62056 5.45458 -1.064
C 1.88289 -0.69430 6.07314 -0.622
C 1.97061 -1.78273 5.02169 -1.395
S 1.88449 -1.02270 3.43767 1.517
O 0.58514 -1.21872 2.81622 -0.531
O 3.08693 -1.48445 2.72595 -0.821
C 2.07755 0.64550 3.98377 -0.800
H 3.41461 0.87712 5.55996 0.423
H 2.03959 1.40796 6.10838 0.385
H 0.86694 -0.70006 6.15874 0.392
H 2.48678 -0.96559 6.95594 0.295
H 1.33956 -2.44178 5.29465 0.644
H 2.85694 -2.43329 4.99937 0.451
H 1.15134 0.87799 3.64057 0.433
H 2.57278 1.29931 3.43319 0.569
C -1.90265 -6.76701 0.27488 -0.806
C -3.10450 -6.01428 0.80943 -0.610
C -2.63480 -4.86577 1.65952 -0.227
S -1.19021 -4.26842 0.90388 1.657
O -0.13089 -4.18521 1.82881 -0.804
O -1.45585 -3.26874 -0.11060 -0.779
C -0.81915 -5.80150 0.10795 -0.793
H -2.30995 -7.41325 -0.39721 0.494
H -1.55828 -7.52015 1.15754 0.184
H -3.73883 -6.62262 1.42714 0.447
H -3.58123 -5.73739 -0.15386 0.262
H -2.52875 -5.22579 2.66389 0.426
H -3.30397 -3.87655 1.61765 -0.180
H 0.07236 -6.15549 0.41039 0.425
H -0.47828 -5.36749 -0.89243 0.336
C -3.52063 5.19101 -2.72811 -0.375
C -3.86793 4.02323 -3.65932 -1.333
C -2.87952 2.84346 -3.45727 -0.582
S -2.15504 3.13665 -1.90594 1.173
O -0.76295 3.55941 -1.98352 -0.679
O -2.56422 1.98939 -1.09972 -0.583
C -3.13553 4.51987 -1.34064 -0.764
H -4.37156 5.89413 -2.54216 0.382
H -2.51710 5.52071 -3.21555 0.206
H -3.78463 4.18670 -4.53396 0.771
H -4.90097 3.71259 -3.61964 0.362
H -2.11888 3.11524 -4.23607 0.262
H -3.33432 1.89995 -3.66152 0.429
H -2.74337 5.02504 -0.50808 0.413
H -4.05605 3.82490 -1.13478 0.259
C 4.04737 -3.39845 0.07468 -0.461
C 4.84375 -2.71205 -1.10466 0.123
C 4.07925 -3.01622 -2.40208 -0.425
S 2.37806 -2.96093 -1.77619 1.066
O 1.47566 -3.72516 -2.56916 -0.802
O 2.01738 -1.57637 -1.44749 -0.284
C 2.65348 -3.83593 -0.30447 -0.298
H 4.13979 -2.80652 1.04715 0.052
H 4.47253 -4.35558 0.38916 0.490
H 5.93301 -2.91135 -1.07476 0.449
H 4.89073 -1.79124 -1.12970 -0.869
H 4.12272 -4.12275 -2.76134 0.347
H 4.22079 -2.09770 -2.97490 0.270
H 2.39327 -4.80066 -0.48991 0.836
H 2.10627 -3.22110 0.48083 -0.299
```

The calculation puts the HOMO energy at -11.794 eV. As for the gap between HOMO and LUMO: 10.45 eV. As for the net charge: +1.


Version Q
# C32H64NO18S6

A cluster of 9 separate species, C32H64NO18S6 in total (wB97M-V/def2-TZVPD, the Open Molecules 2025 dataset).

```
121
Properties=species:S:1:pos:R:3:mulliken_charge:R:1
N -0.89336 -0.92696 0.11308 1.731
H -0.09536 -0.60896 0.70908 -0.359
H -0.69936 -1.40596 -0.72892 0.038
H -1.32836 0.03504 -0.04992 -0.532
H -1.37436 -1.50696 0.66008 0.326
C -5.38536 0.39504 1.97208 -0.688
C -5.20236 -0.83496 0.99108 -0.121
C -6.35636 -0.98196 -0.07792 -0.502
O -5.57936 -1.12596 -1.19192 -0.354
C -4.34636 -1.06096 -0.93192 0.573
O -3.51736 -1.15296 -1.78892 -0.486
O -4.09336 -0.78696 0.24908 -0.131
H -4.61436 0.27404 2.81308 -0.084
H -6.38436 0.46704 2.43908 0.438
H -5.16136 1.32104 1.43508 0.149
H -4.94436 -1.64596 1.44808 0.582
H -6.94036 -0.10496 -0.01092 0.331
H -7.31336 -1.56796 0.03808 0.314
C 4.38064 -5.31996 1.67408 -1.552
C 4.22664 -3.85796 1.00108 0.314
C 4.20164 -3.78796 -0.47692 -0.384
O 2.79764 -3.58096 -0.63492 -0.166
C 2.10364 -3.35296 0.43008 0.438
O 0.95264 -3.01396 0.53508 -0.649
O 2.94064 -3.47596 1.42008 -0.287
H 5.04564 -6.02596 1.21708 0.442
H 3.44364 -5.91196 1.59808 0.332
H 4.88364 -5.44996 2.57308 0.455
H 4.97364 -3.16996 1.39808 0.335
H 4.78164 -4.56196 -1.05192 0.301
H 4.64464 -2.91196 -0.90292 0.279
C 3.36364 2.98604 -2.82692 -0.901
C 3.19864 2.18404 -4.13192 -0.424
C 3.08064 0.73904 -3.64292 -0.325
S 2.68864 0.69104 -1.86692 1.171
O 3.91364 0.45104 -1.20092 -0.831
O 1.52664 -0.10596 -1.66192 -0.312
C 2.30164 2.25504 -1.77492 -0.561
H 3.00464 4.03504 -2.78092 0.437
H 4.29264 2.96504 -2.32492 0.414
H 4.20364 2.36904 -4.80992 0.311
H 2.43464 2.60804 -4.96092 0.204
H 4.07564 0.05504 -3.77292 0.341
H 2.36164 0.26704 -4.06692 -0.261
H 2.18864 2.50304 -0.78292 0.722
H 1.34964 2.22404 -2.23992 -0.153
C -2.12636 2.01504 -5.42692 -1.169
C -1.08336 2.91904 -4.76092 -0.122
C -1.72036 3.36504 -3.45892 -0.426
S -2.25936 1.82304 -2.86592 0.975
O -3.47136 2.00804 -2.15692 -0.902
O -1.09736 1.24404 -2.19992 -0.062
C -2.53836 0.91404 -4.37092 -0.231
H -1.86036 1.56904 -6.33592 0.496
H -3.08636 2.39504 -5.61492 0.421
H -0.62736 3.71704 -5.39892 0.447
H -0.23236 2.37204 -4.65392 -0.186
H -2.73836 3.99104 -3.70192 0.342
H -0.98936 3.97104 -2.56392 0.197
H -3.47236 0.62804 -4.63192 0.775
H -1.89336 -0.04996 -4.51892 -0.542
C -2.13536 4.33904 0.29108 -0.680
C -3.52636 3.76904 0.87408 -0.493
C -3.15436 3.43204 2.29108 -0.569
S -1.53836 2.69804 2.25708 1.054
O -1.67736 1.36204 1.92408 0.129
O -0.64236 3.04504 3.25708 -0.919
C -1.00236 3.43604 0.74808 0.600
H -2.07436 5.35804 0.75808 0.421
H -2.33136 4.45104 -0.81392 0.044
H -3.69336 2.90404 0.25708 -0.102
H -4.34136 4.40004 0.68008 0.669
H -3.73836 2.60904 2.89808 0.090
H -3.12436 4.44704 2.78508 0.395
H -0.86436 2.63104 0.13408 -0.706
H -0.10536 4.10904 0.62708 0.325
C 1.57464 -2.82496 -4.99892 -0.455
C 1.33564 -4.04496 -4.15892 0.043
C -0.12436 -4.53596 -4.16292 -0.854
S -0.88836 -3.00996 -4.13492 1.156
O -0.85436 -2.57096 -2.74592 -0.677
O -2.17636 -3.10096 -4.67892 -0.837
C 0.09064 -2.11196 -5.12892 -0.733
H 1.69464 -2.83696 -6.10392 0.261
H 2.15264 -2.09096 -4.54192 0.104
H 1.84864 -3.79696 -3.13592 -0.259
H 2.06064 -5.01496 -4.33492 0.381
H -0.42436 -5.02196 -3.21392 0.406
H -0.41136 -4.93696 -5.11192 0.421
H 0.20664 -1.04896 -4.79392 -0.280
H -0.12936 -2.00496 -6.02092 1.233
C 4.38164 1.54804 4.38608 -0.844
C 5.02964 0.76904 3.26008 -0.758
C 4.03864 -0.11796 2.61608 -0.054
S 2.36964 0.49204 3.00908 1.157
O 1.69264 -0.40796 3.87408 -0.734
O 1.70164 0.96304 1.75908 -0.401
C 2.90764 1.80904 4.06108 -0.737
H 4.93564 2.44404 4.56708 0.355
H 4.59264 0.92604 5.14108 0.441
H 5.80764 0.18704 3.78008 0.303
H 5.66964 1.23304 2.48408 0.350
H 4.06864 -1.16296 2.98608 0.129
H 4.01564 -0.24096 1.45808 0.045
H 2.13464 1.96204 4.85808 0.377
H 2.84764 2.72004 3.47608 0.355
C -1.34136 0.19204 6.51708 -1.692
C -0.24936 -0.89996 6.50708 -0.268
C -0.91836 -2.01596 5.80208 -0.719
S -1.83136 -1.28696 4.53708 0.846
O -3.25236 -1.53896 4.61108 -0.760
O -1.24236 -1.33596 3.26508 -0.347
C -1.58336 0.38104 5.01008 0.621
H -1.04436 1.18604 6.81708 0.478
H -2.21436 -0.01896 6.80808 0.711
H -0.29736 -1.41896 7.59208 0.313
H 0.71864 -0.46396 6.29908 0.199
H -1.58336 -2.66296 6.54708 0.390
H -0.13036 -2.84096 5.49508 0.326
H -2.41836 1.15104 4.87108 0.323
H -0.74636 0.94404 4.54208 -0.505
```

The calculation puts the HOMO energy at -11.563 eV. As for the gap between HOMO and LUMO: 9.94 eV. As for the net charge: +1.


The structure with the least stability is version P.